1.
86
Properties=species:S:1:pos:R:3 method="wB97M-V/def2-TZVPD" gap_ev="5.9762 / 5.8651" de_lowest_ev=2.008 lumo_ev="4.37 / 4.37" total_charge=-2 spin_multiplicity=3
Pt -1.320 -0.413 -0.954
C 2.776 -0.198 4.084
C 3.173 0.114 2.629
C 2.868 1.580 2.312
C 4.670 -0.159 2.411
O 2.443 -0.752 1.826
Si 2.013 -0.632 0.206
O 0.636 0.093 0.067
O 2.251 -2.184 -0.291
C 1.607 -3.334 0.185
C 2.576 -4.023 1.166
C 0.307 -2.976 0.893
C 1.295 -4.251 -1.004
O 3.323 0.167 -0.461
C 3.835 0.042 -1.764
C 2.731 0.126 -2.815
C 4.592 -1.286 -1.900
C 4.827 1.208 -1.946
H 3.343 0.408 4.790
H 2.952 -1.251 4.295
H 1.715 0.002 4.208
H 3.361 2.241 3.025
H 1.794 1.730 2.337
H 3.210 1.790 1.305
H 5.289 0.489 3.031
H 4.875 0.013 1.360
H 4.889 -1.200 2.637
H 2.785 -3.326 1.973
H 3.512 -4.264 0.662
H 2.136 -4.931 1.572
H 0.516 -2.290 1.708
H -0.192 -3.867 1.266
H -0.333 -2.468 0.170
H 2.201 -4.517 -1.549
H 0.622 -3.730 -1.682
H 0.809 -5.162 -0.655
H 1.999 -0.664 -2.659
H 3.152 0.046 -3.818
H 2.202 1.070 -2.717
H 3.891 -2.084 -1.680
H 5.406 -1.326 -1.176
H 4.994 -1.405 -2.906
H 4.309 2.154 -1.806
H 5.265 1.186 -2.942
H 5.623 1.139 -1.206
C -1.535 4.821 0.406
C -0.115 4.760 -0.154
C 0.053 3.258 -0.417
O -0.802 2.585 0.495
C -1.601 3.508 1.191
H -2.262 4.798 -0.407
H -1.719 5.701 1.026
H 0.603 5.098 0.596
H 0.007 5.360 -1.055
H 1.073 2.894 -0.272
H -0.253 2.997 -1.438
H -1.206 3.648 2.213
H -2.613 3.102 1.261
C -5.330 2.745 -2.727
C -4.001 2.963 -2.382
C -3.318 2.060 -1.602
C -3.950 0.909 -1.097
C -5.281 0.674 -1.501
C -5.945 1.578 -2.300
N -3.268 0.072 -0.265
C -3.960 -0.660 0.659
C -5.091 -0.131 1.318
C -5.804 -0.886 2.224
C -5.401 -2.171 2.544
C -4.258 -2.687 1.945
C -3.545 -1.954 1.023
H -5.867 3.466 -3.332
H -3.501 3.856 -2.736
H -2.278 2.187 -1.347
H -5.763 -0.250 -1.211
H -6.968 1.375 -2.599
H -5.407 0.881 1.094
H -6.697 -0.468 2.677
H -5.984 -2.771 3.230
H -3.937 -3.691 2.190
H -2.691 -2.368 0.503
O -1.135 -2.958 -3.958
S -1.262 -2.061 -2.815
O 0.054 -1.430 -2.476
O -1.749 -2.782 -1.608
O -2.217 -0.934 -3.087


2.
92
Properties=species:S:1:pos:R:3 method="wB97M-V/def2-TZVPD" gap_ev="6.6556 / 6.6060" lumo_ev="2.27 / 2.22" total_charge=-1 spin_multiplicity=3
C 2.531 2.897 2.052
C 2.702 1.938 0.877
O 1.516 1.295 0.517
C 0.582 2.132 -0.133
C 0.248 1.617 -1.559
O 1.187 1.009 -2.122
O -0.886 1.907 -2.046
N -0.535 2.341 0.773
C -1.332 1.138 0.965
C -1.270 0.699 2.424
C -1.304 3.519 0.444
C -2.371 3.851 1.466
C -2.925 5.253 1.144
C -3.785 5.777 2.236
O -4.971 5.995 2.146
O -3.118 5.976 3.438
H 2.099 3.828 1.704
H 3.472 3.078 2.547
H 1.807 2.461 2.727
H 3.398 1.166 1.183
H 3.150 2.440 0.024
H 1.037 3.112 -0.275
H -2.352 1.295 0.661
H -0.960 0.310 0.370
H -1.673 1.473 3.061
H -1.760 -0.252 2.594
H -0.220 0.631 2.671
H -0.611 4.358 0.456
H -1.742 3.489 -0.556
H -1.958 3.883 2.464
H -3.207 3.166 1.418
H -2.074 5.921 1.062
H -3.476 5.228 0.221
H -2.736 6.855 3.430
C -5.069 1.255 -3.136
C -4.447 -0.038 -2.579
C -3.042 -0.238 -3.146
C -3.041 -0.709 -4.599
C -3.905 -1.959 -4.767
C -5.331 -1.768 -4.252
N -5.330 -1.215 -2.866
O -5.126 -2.160 -2.010
C -6.110 -0.852 -5.218
C -6.067 -3.104 -4.265
C -4.346 0.192 -1.082
H -5.185 1.269 -4.216
H -6.050 1.433 -2.689
H -4.427 2.099 -2.887
H -2.503 -0.977 -2.546
H -2.472 0.689 -3.058
H -3.387 0.092 -5.259
H -2.016 -0.930 -4.900
H -3.945 -2.251 -5.821
H -3.433 -2.789 -4.232
H -7.023 -0.477 -4.753
H -6.399 -1.411 -6.109
H -5.529 -0.005 -5.575
H -5.549 -3.866 -3.687
H -6.142 -3.465 -5.291
H -7.078 -2.999 -3.867
H -5.335 0.283 -0.625
H -3.800 1.117 -0.914
H -3.805 -0.604 -0.575
C 3.735 -3.753 3.033
C 4.226 -2.906 1.844
C 5.109 -3.742 0.917
C 6.509 -3.999 1.471
C 7.179 -2.682 1.857
C 6.341 -1.846 2.823
N 4.944 -1.688 2.323
O 4.894 -0.772 1.417
C 6.364 -2.493 4.224
C 6.977 -0.471 2.991
C 2.963 -2.496 1.090
H 4.528 -4.147 3.664
H 3.062 -3.171 3.663
H 3.182 -4.617 2.664
H 5.204 -3.228 -0.044
H 4.609 -4.690 0.710
H 6.462 -4.678 2.327
H 7.112 -4.506 0.714
H 8.155 -2.877 2.308
H 7.367 -2.104 0.947
H 5.574 -2.085 4.856
H 7.317 -2.288 4.713
H 6.269 -3.577 4.206
H 7.101 0.045 2.041
H 7.966 -0.581 3.435
H 6.377 0.161 3.647
H 2.336 -1.840 1.694
H 2.387 -3.388 0.847
H 3.183 -1.982 0.157


| no. | F_max (eV/A) |
| --- | --- |
| 1 | 3.0 |
| 2 | 1.8 |